[1]
Entry from the Open Molecules 2025 dataset: a structure of composition C29H38N4O8W (the ωB97M-V functional and the def2-TZVPD basis).

Output
* electronic energy: -54857.09078 eV
* energy above the lowest of the compared OMol25 structures with the same formula, charge and spin: 0.00 kJ/mol

Structure (XYZ):
```
80
Properties=species:S:1:pos:R:3:lowdin_charge:R:1
W -0.327 -0.247 0.038 1.734
C -1.139 1.645 1.140 -0.107
C -1.957 1.644 -0.008 -0.142
C -2.598 0.358 -0.061 -0.173
C -2.216 -0.338 1.148 -0.134
C -1.320 0.470 1.928 -0.297
C -1.151 0.439 3.441 -0.534
C -1.481 -0.932 4.029 -0.030
C 0.243 0.875 3.889 -0.034
C -2.179 1.447 3.984 -0.036
C -3.670 -0.209 -1.005 -0.496
C -4.926 0.677 -0.910 -0.046
C -3.213 -0.330 -2.479 -0.039
C -4.120 -1.596 -0.518 -0.061
C -2.122 2.945 -0.802 -0.492
C -0.911 3.876 -0.627 -0.031
C -2.378 2.808 -2.303 -0.027
C -3.305 3.673 -0.127 -0.022
H -0.498 2.464 1.423 0.123
H -2.577 -1.308 1.440 0.122
H -0.800 -1.704 3.682 0.067
H -2.500 -1.234 3.779 0.090
H -1.409 -0.883 5.117 0.093
H 0.976 0.100 3.679 0.058
H 0.242 1.054 4.966 0.092
H 0.553 1.803 3.403 0.082
H -3.186 1.199 3.640 0.093
H -1.947 2.462 3.654 0.086
H -2.176 1.435 5.076 0.088
H -4.803 1.637 -1.402 0.055
H -5.207 0.852 0.131 0.096
H -5.755 0.164 -1.401 0.091
H -2.278 0.189 -2.672 0.060
H -3.973 0.076 -3.150 0.088
H -3.060 -1.374 -2.744 0.077
H -4.591 -1.540 0.466 0.089
H -3.297 -2.307 -0.482 0.075
H -4.865 -1.979 -1.218 0.092
H 0.019 3.434 -0.975 0.072
H -0.783 4.203 0.405 0.084
H -1.082 4.773 -1.224 0.097
H -1.529 2.347 -2.806 0.081
H -2.518 3.808 -2.718 0.093
H -3.269 2.233 -2.532 0.058
H -3.093 3.848 0.930 0.091
H -4.237 3.119 -0.194 0.064
H -3.447 4.642 -0.609 0.094
O -1.140 -1.786 -1.145 -0.211
N -0.371 -2.672 -1.637 0.078
N 0.852 -2.413 -1.462 -0.154
O 1.222 -1.310 -0.825 -0.204
C 1.881 -3.285 -1.939 -0.158
C 3.167 -3.097 -1.465 0.000
C 4.172 -3.939 -1.918 -0.065
C 3.886 -4.947 -2.825 -0.080
C 2.587 -5.117 -3.288 -0.072
C 1.571 -4.285 -2.851 -0.013
H 3.369 -2.308 -0.756 0.116
H 5.182 -3.802 -1.556 0.109
H 4.675 -5.600 -3.176 0.105
H 2.362 -5.899 -4.000 0.107
H 0.559 -4.401 -3.209 0.111
O 3.952 3.138 -2.278 0.133
C 4.304 2.714 -1.076 -0.500
O 5.371 2.975 -0.582 0.106
C 3.305 1.910 -0.312 -0.026
C 3.557 1.368 0.940 0.039
N 2.468 0.705 1.332 0.081
N 1.510 0.795 0.411 -0.051
C 2.000 1.495 -0.607 -0.119
C 1.141 1.544 -1.829 -0.547
O 1.507 2.165 -2.821 0.081
O 0.038 0.892 -1.728 -0.124
H 3.042 2.829 -2.545 0.074
H 4.453 1.414 1.536 0.147
H 2.328 -0.053 2.023 0.109
O -0.076 -2.029 1.240 -0.186
C 0.896 -2.344 2.005 -0.472
O 1.821 -1.636 2.403 -0.038
H 0.859 -3.394 2.339 0.141
```



[2]
Entry from the Open Molecules 2025 dataset: a structure of composition C29H39AsBN10O3S5W (the ωB97M-V functional and the def2-TZVPD basis).

Output
* total charge: +4
* electronic energy: -169231.24954 eV
* energy above the lowest of the compared OMol25 structures with the same formula, charge and spin: 83.81 kJ/mol
* multiplicity: 2

Structure (XYZ):
```
89
Properties=species:S:1:pos:R:3:lowdin_spin:R:1
W -0.390 0.238 0.135 0.940
C -0.992 0.685 -3.848 -0.001
C 0.319 0.497 -3.145 0.001
C 1.514 0.526 -3.845 0.002
C 2.499 0.218 -2.932 0.004
N 1.930 0.012 -1.746 0.011
N 0.576 0.193 -1.831 0.002
B 2.678 -0.668 -0.539 0.002
N 2.614 0.225 0.718 0.006
C 3.598 0.750 1.441 0.000
C 3.070 1.229 2.626 0.001
C 1.721 0.953 2.572 0.006
C 0.772 1.226 3.678 0.001
N 1.421 0.327 1.391 0.003
N 1.829 -1.898 -0.170 0.003
C 2.236 -3.131 0.108 0.001
C 1.130 -3.892 0.435 0.000
C 0.045 -3.038 0.350 0.000
C -1.356 -3.539 0.516 0.000
N 0.479 -1.793 -0.013 -0.005
N 4.048 -1.017 -0.976 0.000
C 4.457 -2.017 -1.823 0.000
C 5.681 -1.680 -2.311 0.000
C 5.974 -0.408 -1.744 0.000
C 7.197 0.418 -1.930 0.000
N 4.983 -0.013 -0.968 0.000
H -0.953 0.113 -4.775 0.000
H -1.148 1.724 -4.142 0.000
H -1.867 0.354 -3.299 0.000
H 1.636 0.703 -4.901 0.000
H 3.563 0.092 -3.057 0.000
H 4.606 0.712 1.059 0.000
H 3.607 1.670 3.448 0.000
H 1.344 1.362 4.595 0.000
H 0.098 0.393 3.819 0.000
H 0.204 2.142 3.530 0.000
H 3.281 -3.391 0.057 0.000
H 1.108 -4.942 0.672 0.000
H -1.378 -4.274 1.321 0.000
H -1.643 -4.088 -0.381 0.000
H -2.120 -2.788 0.696 0.000
H 3.853 -2.887 -2.024 0.000
H 6.298 -2.261 -2.974 0.000
H 8.090 -0.166 -1.709 0.000
H 7.175 1.282 -1.270 0.000
H 7.277 0.766 -2.960 0.000
O -2.654 5.964 -4.510 0.004
C -2.145 5.228 -3.765 0.000
S -0.331 5.015 -3.648 0.003
C -0.367 3.882 -2.393 0.003
C -1.691 3.314 -2.010 0.006
S -2.007 1.887 -1.240 -0.028
S -3.052 4.150 -2.620 0.008
S 1.075 3.371 -1.732 0.002
C -2.279 1.608 3.710 -0.001
As -2.036 1.935 1.790 -0.012
C -1.538 3.814 1.796 0.000
C -3.947 2.107 1.394 -0.006
S 0.798 2.460 0.072 -0.003
H -3.339 1.416 3.863 0.000
H -1.994 2.514 4.243 0.000
H -1.697 0.787 4.102 0.000
H -2.230 4.310 2.479 -0.001
H -1.656 4.241 0.803 0.000
H -0.519 3.969 2.137 0.000
H -4.312 2.816 2.139 -0.001
H -4.464 1.165 1.556 0.000
H -4.166 2.511 0.411 0.000
C -3.970 -2.368 -2.252 0.002
C -4.295 -1.446 -1.267 0.001
C -3.282 -0.752 -0.641 0.008
N -1.972 -0.911 -0.940 0.005
C -1.672 -1.815 -1.903 0.002
C -2.629 -2.549 -2.566 -0.001
H -4.741 -2.931 -2.763 0.000
H -5.321 -1.262 -0.981 0.000
H -3.507 -0.047 0.139 0.002
H -0.626 -1.943 -2.135 0.000
H -2.318 -3.256 -3.323 0.000
N -2.871 -2.504 4.419 0.000
C -1.614 -2.162 3.668 -0.001
C -1.976 -1.205 2.526 0.004
O -0.945 -0.787 1.871 0.026
O -3.136 -0.917 2.329 0.003
H -2.925 -3.496 4.670 0.000
H -3.676 -2.259 3.820 0.000
H -2.968 -1.971 5.288 0.000
H -1.186 -3.073 3.258 0.000
H -0.888 -1.726 4.352 0.000
```



[3]
Entry from the Open Molecules 2025 dataset: a structure of composition C29H39AsN2O2PdS2Si2 at a distorted geometry (the ωB97M-V functional and the def2-TZVPD basis).

Output
* electronic energy: -139521.64209 eV
* energy above the lowest of the compared OMol25 structures with the same formula, charge and spin: 157.25 kJ/mol
* multiplicity: 5

Structure (XYZ):
```
78
Properties=species:S:1:pos:R:3:lowdin_spin:R:1
Pd 0.586 0.084 -0.224 0.779
C -1.874 3.249 1.641 0.055
C -0.618 2.601 1.119 0.324
N -0.527 1.266 1.234 0.421
N -1.209 0.592 2.105 0.106
C -1.018 -0.676 2.303 0.209
S 0.139 -1.654 1.455 0.452
S -1.980 -1.484 3.525 0.089
C -2.243 -0.111 4.743 0.014
C -1.108 -0.013 5.702 0.002
C 0.033 0.714 5.377 0.002
C 1.105 0.757 6.248 0.000
C 1.052 0.079 7.454 0.001
C -0.087 -0.632 7.793 0.000
C -1.161 -0.678 6.922 0.002
C 0.444 3.344 0.543 0.098
C 0.292 4.684 0.141 0.074
C 1.333 5.420 -0.381 0.062
C 2.594 4.847 -0.519 0.110
C 2.790 3.531 -0.162 0.037
C 1.758 2.730 0.376 0.125
O 2.010 1.531 0.764 0.286
H -2.122 2.816 2.611 0.010
H -2.718 3.065 0.973 0.013
H -1.736 4.319 1.761 0.001
H -3.175 -0.367 5.244 0.001
H -2.363 0.782 4.132 0.001
H 0.088 1.241 4.435 0.000
H 1.985 1.324 5.982 0.000
H 1.895 0.107 8.128 0.000
H -0.140 -1.152 8.738 0.000
H -2.048 -1.237 7.184 0.000
H -0.675 5.159 0.219 0.003
H 1.159 6.445 -0.677 0.001
H 3.424 5.426 -0.894 0.007
H 3.775 3.093 -0.229 -0.002
C 3.239 -2.113 -1.314 0.027
Si 2.249 -0.519 -1.803 0.189
C 3.511 0.903 -2.153 0.028
C 1.253 -0.587 -3.461 0.045
C 1.877 -1.030 -4.619 0.007
C 1.235 -0.958 -5.844 0.002
C -0.059 -0.470 -5.917 0.002
C -0.702 -0.068 -4.761 0.006
C -0.056 -0.105 -3.532 0.043
Si -0.959 0.491 -1.941 0.183
C -2.724 -0.317 -1.861 0.022
C -1.300 2.381 -2.197 0.039
H 3.992 -2.325 -2.067 0.005
H 2.579 -2.970 -1.227 0.000
H 3.745 -1.981 -0.360 0.000
H 4.046 0.701 -3.076 0.005
H 4.237 0.998 -1.354 0.000
H 3.005 1.859 -2.264 0.001
H 2.881 -1.427 -4.566 0.001
H 1.749 -1.273 -6.740 0.000
H -0.561 -0.400 -6.872 0.000
H -1.721 0.287 -4.812 0.001
H -3.399 0.162 -2.566 0.003
H -3.149 -0.211 -0.867 0.001
H -2.668 -1.378 -2.103 0.000
H -1.730 2.532 -3.182 0.006
H -0.399 2.982 -2.129 0.001
H -2.003 2.753 -1.459 0.001
C -2.462 -3.581 -0.210 0.000
As -0.949 -3.704 -1.455 0.007
C -1.626 -4.094 -3.265 0.004
C 0.026 -5.326 -0.961 0.002
O -0.021 -2.378 -1.489 0.086
H -3.385 -3.920 -0.680 0.000
H -2.577 -2.548 0.117 0.000
H -2.246 -4.194 0.664 0.001
H -2.631 -4.506 -3.224 0.001
H -0.964 -4.817 -3.747 0.000
H -1.621 -3.180 -3.860 0.000
H -0.636 -6.186 -1.045 0.000
H 0.389 -5.237 0.063 0.000
H 0.875 -5.448 -1.632 0.000
```